# 1
ORCA calculation (wB97M-V/def2-TZVPD) on C32H29I2N6O2SW as an isolated structure in a non-equilibrium geometry.

Last column: Löwdin charge in e.
CARTESIAN COORDINATES (ANGSTROEM)
W1 12.34 17.03 6.52  0.662
C1 7.30 29.68 4.56  0.040
O1 6.67 28.39 4.82  0.054
C2 7.35 27.30 4.87  -0.247
C3 6.60 26.07 4.92  0.117
C4 7.31 24.89 5.01  0.030
C5 8.71 24.84 4.93  -0.084
C6 9.37 26.08 4.83  0.035
C7 8.72 27.29 4.81  0.042
C8 9.35 23.53 4.94  -0.215
N1 8.69 22.41 5.13  0.213
C9 9.62 21.43 5.16  -0.134
C10 10.89 21.89 4.88  -0.079
N2 10.71 23.27 4.80  0.210
C11 12.05 21.09 4.80  -0.090
C12 13.32 21.52 4.57  0.048
C13 14.38 20.62 4.54  0.010
C14 14.14 19.30 4.84  -0.104
N3 12.92 18.92 5.15  -0.020
C15 11.89 19.75 5.04  -0.210
C16 10.56 19.18 5.22  -0.202
N4 10.54 17.86 5.48  -0.077
C17 9.37 17.20 5.44  -0.127
C18 8.18 17.86 5.27  0.039
C19 8.19 19.29 5.26  0.112
C20 9.43 19.98 5.22  -0.040
H1 6.47 30.31 4.34  0.110
H2 7.98 29.59 3.70  0.115
H3 7.83 30.01 5.44  0.114
H4 5.55 26.16 4.89  0.132
H5 6.83 23.90 5.03  0.135
H6 10.46 26.07 4.96  0.131
H7 9.28 28.25 4.82  0.149
H8 11.37 23.96 4.48  0.166
H9 13.60 22.51 4.20  0.145
H10 15.42 20.90 4.23  0.159
H11 14.93 18.59 4.90  0.104
H12 9.53 16.16 5.51  0.034
H13 7.27 17.34 5.34  0.115
H14 7.32 19.90 5.28  0.122
C21 18.56 16.66 6.16  -0.058
C22 17.53 15.89 6.98  -0.181
N5 16.59 15.11 6.05  -0.076
C23 17.20 13.96 5.34  -0.142
C24 17.55 14.33 3.88  -0.050
C25 15.27 15.38 5.98  -0.519
S1 14.62 16.71 7.10  0.633
N6 14.56 14.64 5.16  0.142
C26 13.31 14.87 4.82  -0.370
O2 12.81 16.11 4.86  -0.306
C27 12.43 13.71 4.47  -0.179
C28 11.12 13.90 3.98  -0.048
C29 10.25 12.81 3.86  -0.035
C30 10.72 11.50 4.12  -0.026
C31 11.99 11.28 4.60  -0.031
C32 12.82 12.39 4.81  0.005
H15 19.09 17.30 6.87  0.089
H16 18.18 17.31 5.35  0.089
H17 19.28 16.00 5.71  0.075
H18 16.98 16.54 7.62  0.043
H19 17.99 15.18 7.62  0.123
H20 16.36 13.22 5.37  0.127
H21 18.04 13.70 5.93  0.115
H22 16.60 14.47 3.31  0.078
H23 17.97 13.47 3.37  0.091
H24 18.17 15.20 3.71  0.065
H25 10.83 14.90 3.70  0.107
H26 9.29 12.92 3.42  0.107
H27 10.13 10.66 3.83  0.119
H28 12.27 10.31 4.90  0.113
H29 13.77 12.15 5.26  0.115
I1 12.01 18.84 8.37  0.457
I2 11.13 15.01 7.58  0.615

## Properties
Expectation value of S² = 2.048
Total charge = +3
F_max = 0.06502 Eh/bohr
2S+1 = 3
HOMO (spin up / spin down) = -0.577 / -0.581 Ha
Electronic energy = -2775.685856 a.u.



# 2
ORCA calculation (wB97M-V/def2-TZVPD) on one molecule with the formula C15H11Cl2N3OS in a non-equilibrium geometry.

Last column: Löwdin charge in e.
CARTESIAN COORDINATES (ANGSTROEM)
C1 2.80 3.27 -0.90  -0.001
C2 2.16 1.86 -0.72  -0.204
C3 1.48 1.27 -1.67  0.011
C4 0.61 0.18 -1.10  -0.104
C5 -0.20 -0.91 -1.81  -0.389
O1 -0.59 -0.64 -2.91  0.111
N1 -0.73 -1.76 -0.85  0.115
C6 -1.94 -2.40 -0.95  -0.256
C7 -2.33 -3.00 -2.18  -0.006
C8 -3.65 -3.57 -2.25  -0.617
Cl1 -4.25 -4.04 -3.87  0.621
C9 -4.48 -3.51 -1.19  -0.125
C10 -3.96 -2.99 0.09  -0.607
Cl2 -4.93 -3.13 1.54  0.652
C11 -2.74 -2.36 0.15  -0.067
N2 0.87 0.15 0.23  0.110
N3 1.77 1.19 0.45  -0.087
C12 2.00 1.58 1.79  -0.489
C13 2.81 2.58 2.25  -0.140
C14 2.95 2.68 3.71  -0.150
C15 2.06 1.74 4.29  -0.421
S1 1.25 0.73 3.12  1.013
H1 3.82 3.36 -0.71  0.048
H2 2.55 3.99 -0.14  0.057
H3 2.58 3.72 -1.88  0.090
H4 1.56 1.52 -2.70  0.108
H5 -0.52 -1.42 0.10  0.128
H6 -1.63 -2.99 -3.01  0.112
H7 -5.51 -3.82 -1.27  0.103
H8 -2.43 -1.94 1.09  0.115
H9 3.34 3.34 1.66  0.092
H10 3.45 3.51 4.29  0.120
H11 1.85 1.82 5.34  0.057

## Properties
Energy relative to the best compared isomer or geometry (same formula, charge and spin) = 39.36 kcal/mol
F_max = 0.10322 Eh/bohr
HOMO = -0.311 Ha
Electronic energy = -2136.218146 a.u.